Molecular formula: C3H8S2
Method: DFT, ωB97M-V with the def2-TZVPD basis set

```
13
Properties=species:S:1:pos:R:3:forces:R:3:lowdin_charge:R:1
C 0.006215 -0.199944 1.701274 1.473 -2.108 0.558 -0.218
C 0.848761 -0.854995 -1.060534 -0.058 1.404 0.517 -0.551
C -0.182765 0.742559 0.617940 -0.800 -1.688 -2.186 -0.647
S 0.288878 -0.431899 -2.621418 1.154 0.448 -1.696 0.638
S -1.728192 1.035046 -0.077842 -0.300 0.298 -0.006 0.755
H -0.940882 -0.814280 1.905637 1.652 0.748 -0.009 0.098
H 0.912693 -0.860560 1.303955 -2.110 0.815 1.588 0.091
H 0.419221 0.352785 2.580095 -0.734 -0.658 -0.168 0.080
H 1.956350 -0.759427 -0.981928 -1.034 0.015 -0.020 0.031
H 0.415297 -1.755596 -0.695787 -0.169 -0.533 0.780 -0.007
H 0.485036 1.516202 0.526688 1.518 1.638 -0.279 0.033
H -1.019747 -0.213135 -2.589142 -0.540 -0.175 0.875 -0.191
H -1.460865 2.243243 -0.608937 -0.052 -0.205 0.046 -0.111
```
Positions in Å, forces in eV/Å.

The orbital gap (alpha / beta) is 7.99 / 7.42 eV. As for the total charge: 0.

Molecular formula: C10H15BF2MnNO10
Method: DFT, ωB97M-V with the def2-TZVPD basis set

```
40
Properties=species:S:1:pos:R:3:forces:R:3:lowdin_charge:R:1
Mn -7.513755 -25.333071 -25.174662 2.265 -1.731 1.278 0.827
F -7.851365 -26.848799 -23.934481 -0.507 0.254 -0.352 -0.569
F -5.690256 -25.788605 -25.878581 -0.543 0.163 -0.316 -0.570
O -4.416506 -18.236916 -22.043600 0.040 0.378 -0.087 0.151
C -4.743599 -19.348319 -21.768432 -0.265 -0.201 -0.057 -0.387
O -5.896176 -19.936431 -22.094764 0.140 0.105 -0.012 0.228
B -5.846475 -21.340534 -21.695002 0.199 -0.150 -0.156 -0.883
O -4.635442 -21.473766 -20.863855 0.052 0.083 -0.119 0.229
C -3.908478 -20.366105 -20.962962 -0.456 -0.413 0.018 -0.396
O -2.825213 -20.188217 -20.503313 0.394 0.167 0.157 0.153
O -5.740997 -22.222127 -22.909049 0.141 -0.154 0.212 0.230
C -6.546062 -23.248374 -22.765521 -0.394 0.376 -0.145 -0.353
O -6.670995 -24.164505 -23.529937 0.330 0.267 0.260 0.101
C -7.452986 -22.965724 -21.533626 0.154 0.239 -0.074 -0.377
O -7.043287 -21.815910 -21.014670 0.029 0.107 0.238 0.237
O -8.394928 -23.597502 -21.173916 -0.179 -0.284 0.018 0.167
C -9.451041 -22.666300 -24.824837 0.852 0.349 -0.601 -0.059
O -9.156983 -24.024522 -24.545473 -1.665 0.493 -0.129 -0.251
C -10.278523 -24.858078 -24.817590 -0.022 -0.920 0.296 -0.195
C -10.348657 -25.369822 -26.276337 0.381 0.261 1.072 -0.147
N -9.029671 -25.960000 -26.650533 -0.733 0.431 -1.407 -0.085
C -8.381128 -25.441326 -27.895564 -0.071 0.478 0.118 -0.163
C -8.053990 -23.941428 -27.854384 -0.182 -0.705 0.049 -0.205
O -7.335267 -23.680683 -26.665335 -0.645 0.547 -0.590 -0.291
C -6.530404 -22.511148 -26.699779 0.005 -0.008 0.241 -0.050
H -9.414449 -22.457183 -25.904816 -0.249 -0.167 0.097 0.082
H -8.647443 -22.056879 -24.408656 -0.161 -0.056 0.274 0.100
H -10.421223 -22.367007 -24.435030 -0.008 -0.037 0.235 0.097
H -11.221760 -24.404455 -24.494377 0.090 0.318 -0.249 0.124
H -10.158363 -25.734382 -24.170187 0.321 0.072 -0.126 0.125
H -10.706176 -24.587608 -26.950248 0.117 -0.164 -0.206 0.113
H -11.074494 -26.179007 -26.189000 -0.212 0.091 -0.497 0.120
H -9.248103 -26.918032 -26.894103 0.533 -0.231 0.567 0.124
H -9.012235 -25.661078 -28.764974 0.106 0.190 -0.113 0.119
H -7.410885 -25.930460 -28.009141 -0.182 -0.338 0.201 0.121
H -8.987221 -23.359346 -27.923079 0.249 0.241 0.142 0.112
H -7.427910 -23.721182 -28.723987 -0.093 0.081 -0.057 0.130
H -5.580688 -22.745563 -27.180527 0.030 0.107 -0.059 0.104
H -6.352934 -22.202517 -25.670627 0.135 -0.148 0.006 0.088
H -7.047814 -21.688871 -27.204752 0.004 -0.091 -0.127 0.095
```
Positions in Å, forces in eV/Å.

Its spin multiplicity is 6. The orbital gap (alpha / beta) is 7.06 / 8.94 eV. As for the total charge: -1.

Molecular formula: C3H7NO
Method: DFT, ωB97M-V with the def2-TZVPD basis set

```
12
Properties=species:S:1:pos:R:3:forces:R:3:lowdin_charge:R:1
C 1.107566 -0.330831 1.074116 0.004 -0.033 0.024 -0.095
C 0.748858 0.592971 -0.086094 0.164 0.044 0.038 -0.241
N -0.581495 0.345519 -0.631307 -0.139 -0.013 0.039 0.004
C -1.721582 0.309877 0.104761 -0.025 0.008 0.106 -0.369
O -1.796794 0.417262 1.313575 0.042 0.048 -0.405 0.009
H 2.101911 -0.073600 1.456231 -0.154 -0.058 -0.096 0.074
H 1.118626 -1.376425 0.747839 -0.002 0.149 0.048 0.077
H 0.379094 -0.223362 1.879827 0.179 -0.039 -0.109 0.061
H 1.452286 0.441235 -0.911668 -0.091 0.070 0.125 0.112
H 0.837597 1.641631 0.225833 -0.067 -0.136 0.012 0.116
H -0.693111 0.362161 -1.632706 -0.004 -0.071 0.133 0.124
H -2.615424 0.150812 -0.530573 0.093 0.030 0.085 0.128
```
Positions in Å, forces in eV/Å.

Its SMILES is CCNC=O. The orbital gap is 10.67 eV. As for the total charge: 0.

Molecular formula: C22H15MnO5P
Method: DFT, ωB97M-V with the def2-TZVPD basis set

```
44
Properties=species:S:1:pos:R:3:forces:R:3:lowdin_charge:R:1
Mn -0.693573 0.650288 0.070206 -4.235 2.016 8.410 0.761
O 0.003335 -3.116298 0.392573 -1.326 5.010 0.337 0.204
C -0.289349 -1.994801 0.460718 0.930 -5.953 1.022 0.108
C -1.675906 0.823637 -1.484592 -8.539 0.504 -12.076 0.038
O -2.299842 0.727068 -2.521334 4.983 0.703 8.081 0.242
C 1.071701 1.164496 -0.265311 12.608 3.638 -0.857 -0.025
O 2.253035 1.293589 -0.432817 -8.061 -1.030 0.946 0.244
C 0.116643 -0.548166 -1.109022 5.349 -8.316 -9.743 -0.249
O 0.616458 -1.204781 -1.987508 -3.221 4.549 5.643 0.249
O -1.990250 1.487895 1.700365 1.669 -0.999 -1.255 -0.405
P -1.743558 1.690421 3.227389 -0.399 0.021 0.122 0.863
C -1.519645 0.103113 4.028113 0.548 -0.745 0.198 -0.282
C -2.619132 -0.538902 4.613039 -0.590 0.401 -0.020 -0.070
C -2.505573 -1.813192 5.172487 0.308 0.003 -0.147 -0.037
C -1.288371 -2.493858 5.109025 -0.245 0.967 -0.359 -0.035
C -0.186820 -1.859475 4.516063 0.827 -0.878 0.060 -0.077
C -0.272814 -0.579326 4.006227 -0.638 0.755 -0.339 -0.094
C -0.352725 2.816533 3.444617 0.448 0.339 0.189 -0.252
C -0.468458 3.952139 4.275275 -0.733 -0.825 -0.122 -0.043
C 0.497627 4.940667 4.250485 0.581 0.845 0.273 -0.040
C 1.611317 4.846871 3.409373 -0.820 -1.150 -0.122 -0.022
C 1.756760 3.688175 2.621341 0.380 0.381 0.113 -0.057
C 0.816086 2.672331 2.674827 -0.612 0.232 -0.051 -0.116
C -3.159473 2.469053 3.978209 -0.586 0.306 0.263 -0.330
C -4.059621 3.179805 3.176387 -0.223 0.283 0.109 -0.053
C -5.098915 3.918049 3.776440 0.359 -0.233 -0.977 -0.048
C -5.259313 3.910340 5.150423 -0.272 0.202 0.341 -0.052
C -4.399288 3.179769 5.965726 0.800 -0.499 -0.644 -0.041
C -3.341399 2.469058 5.376835 0.210 -0.161 0.517 -0.096
H -3.595143 -0.017079 4.649079 0.713 -0.476 -0.038 0.121
H -3.372217 -2.265806 5.647640 0.172 0.048 -0.114 0.122
H -1.201968 -3.485408 5.512710 0.093 -0.217 0.105 0.115
H 0.781524 -2.399601 4.459081 -0.751 0.458 0.147 0.127
H 0.607592 -0.073307 3.590338 -0.226 -0.282 0.248 0.099
H -1.350313 4.040539 4.931999 0.590 0.126 -0.483 0.115
H 0.377722 5.827922 4.896887 0.076 -0.601 -0.435 0.133
H 2.345535 5.628370 3.360804 0.149 0.203 0.017 0.116
H 2.618724 3.591913 1.959352 -0.151 0.015 0.261 0.114
H 0.959414 1.765329 2.076083 0.044 0.193 0.209 0.047
H -3.944415 3.161845 2.087296 -0.084 0.103 0.448 0.108
H -5.768949 4.497302 3.125662 0.280 -0.328 0.449 0.124
H -6.068199 4.484698 5.606351 0.228 -0.181 -0.170 0.125
H -4.520333 3.148344 7.040795 -0.052 0.070 -0.068 0.118
H -2.641693 1.896817 6.024649 -0.582 0.502 -0.491 0.131
```
Positions in Å, forces in eV/Å.

Its spin multiplicity is 6. The orbital gap (alpha / beta) is 5.16 / 3.41 eV. As for the total charge: +2.

Molecular formula: C28H38Cl3FN2O6PtSSi
Method: DFT, ωB97M-V with the def2-TZVPD basis set

```
81
Properties=species:S:1:pos:R:3:forces:R:3:lowdin_charge:R:1
Pt -0.227017 -0.424042 -2.018810 -0.198 -0.220 0.192 0.847
C -2.614274 -3.221734 4.235167 0.023 0.000 0.013 -0.019
C -3.757709 -2.971580 3.259863 0.025 0.043 -0.036 -0.300
C -4.983380 -2.337215 3.900244 0.007 0.020 -0.005 -0.131
C -4.655120 -0.946405 4.424515 0.007 0.002 -0.002 -0.127
C -3.999967 -0.112716 3.354356 0.007 0.003 -0.015 -0.125
C -4.036942 1.261008 3.402606 -0.013 -0.001 0.023 0.063
C -3.440079 2.020302 2.397912 -0.011 0.015 0.028 -0.249
F -3.505981 3.356782 2.502958 0.003 0.012 -0.004 0.080
C -2.811100 1.453372 1.329930 0.023 -0.026 -0.008 0.078
C -2.766219 0.052795 1.254499 0.023 0.054 -0.105 -0.063
C -2.100929 -0.575454 0.119174 -0.022 0.074 0.004 -0.293
O -1.565531 0.221407 -0.717323 -0.233 -0.011 0.415 -0.229
C -2.130387 -1.986133 0.049804 -0.028 0.074 0.073 -0.037
C -2.720139 -2.668250 1.087086 -0.023 -0.050 0.019 0.046
N -3.290007 -2.108373 2.152345 0.017 0.050 0.011 0.029
C -3.348570 -0.722783 2.261432 -0.037 -0.108 0.029 -0.068
C -1.665819 -2.853549 -1.105427 -0.012 0.051 -0.228 -0.630
O -1.933264 -4.045720 -1.064066 0.033 0.088 0.045 0.033
O -1.073826 -2.276296 -2.091962 -0.144 -0.361 0.073 -0.191
H -2.957793 -3.840397 5.065898 0.008 0.015 -0.024 0.091
H -2.223115 -2.286107 4.638335 -0.012 -0.023 -0.009 0.086
H -1.793845 -3.740367 3.737415 -0.020 0.011 0.010 0.088
H -4.046275 -3.912840 2.793978 -0.012 -0.030 -0.016 0.148
H -5.335481 -2.982381 4.704993 -0.002 -0.004 0.007 0.124
H -5.780956 -2.275193 3.155953 0.006 0.000 0.000 0.130
H -3.991763 -1.017698 5.290664 -0.001 -0.001 0.002 0.122
H -5.559216 -0.445061 4.770129 -0.007 0.001 -0.001 0.124
H -4.537946 1.769145 4.218037 0.014 -0.004 -0.022 0.136
H -2.349145 2.050467 0.555687 -0.012 -0.005 0.013 0.143
H -2.734114 -3.750893 1.032403 0.004 0.020 -0.010 0.153
Cl -4.626216 -2.591087 -2.742753 0.029 -0.087 0.050 0.681
C -4.960790 -0.874937 -2.939008 0.165 0.103 -0.080 -1.606
Cl -5.360377 -0.144304 -1.372193 0.044 0.026 0.078 0.633
Cl -6.298372 -0.618909 -4.069370 -0.050 -0.032 -0.018 0.624
C -3.766862 -0.217944 -3.482505 -0.224 -0.070 0.043 -0.393
N -2.854712 0.297747 -3.945096 0.110 0.064 -0.039 0.210
C 0.877896 1.177581 1.843837 -0.062 0.036 0.036 -0.027
C 2.077752 0.310094 1.486182 -0.010 -0.007 -0.054 -0.642
C 1.646895 -1.105434 1.120289 -0.048 -0.052 0.051 -0.026
C 3.065935 0.273532 2.644718 0.029 -0.014 0.024 -0.029
O 2.776271 0.920136 0.403799 0.082 -0.002 0.008 -0.127
Si 2.604332 1.037247 -1.212226 -0.115 0.043 -0.086 -0.092
S 0.716018 1.667015 -1.918924 0.138 0.182 -0.003 0.382
O 3.788002 2.048138 -1.697814 0.050 -0.031 -0.019 -0.141
C 3.927217 3.473317 -1.622401 -0.054 -0.052 -0.005 -0.651
C 3.182019 4.030213 -0.414720 -0.036 0.009 0.043 -0.040
C 3.385710 4.068062 -2.916141 -0.016 0.058 -0.042 -0.033
C 5.419394 3.738631 -1.491264 0.056 0.008 0.002 -0.031
O 2.943143 -0.451690 -1.825773 0.223 0.068 0.067 -0.148
C 2.874125 -0.916113 -3.164417 -0.060 -0.050 -0.093 -0.649
C 3.914667 -2.024483 -3.284654 0.040 -0.045 -0.013 -0.019
C 1.500701 -1.539936 -3.382708 -0.022 -0.266 0.611 -0.071
C 3.153898 0.173534 -4.195458 0.020 0.036 0.031 -0.034
H 0.344665 0.756270 2.700359 -0.012 0.004 0.000 0.088
H 0.193288 1.256361 0.998902 0.001 -0.021 -0.038 0.045
H 1.211878 2.184991 2.103883 -0.012 -0.039 -0.007 0.093
H 1.153968 -1.577037 1.974836 0.016 -0.004 -0.003 0.088
H 2.511084 -1.708438 0.837310 -0.009 0.026 -0.008 0.095
H 0.946763 -1.101109 0.280658 0.040 0.025 0.011 0.046
H 2.603189 -0.163652 3.532486 0.009 0.009 -0.016 0.086
H 3.398020 1.285165 2.884530 -0.008 -0.024 -0.009 0.086
H 3.939268 -0.321922 2.373351 -0.022 0.016 0.008 0.089
H 2.107798 3.840568 -0.495410 0.043 0.005 -0.003 0.065
H 3.332128 5.109807 -0.348515 -0.002 -0.017 -0.008 0.091
H 3.546328 3.566677 0.503699 -0.005 0.010 -0.029 0.085
H 2.321101 3.852995 -3.023653 0.027 -0.006 0.018 0.059
H 3.911532 3.640866 -3.772348 -0.003 0.004 0.024 0.087
H 3.526251 5.151614 -2.926993 -0.004 -0.026 -0.003 0.088
H 5.801823 3.285718 -0.574862 -0.012 0.007 -0.025 0.089
H 5.619746 4.811840 -1.463679 -0.009 -0.020 -0.001 0.086
H 5.951667 3.305105 -2.339787 -0.013 0.009 0.023 0.086
H 3.737008 -2.793081 -2.531001 -0.002 0.018 -0.014 0.091
H 4.907255 -1.603531 -3.122390 -0.014 -0.010 -0.003 0.094
H 3.885518 -2.483647 -4.275252 0.003 0.010 0.031 0.090
H 1.285293 -2.328257 -2.665090 0.195 -0.121 -0.105 0.089
H 1.371851 -1.935863 -4.391019 -0.083 0.014 0.019 0.119
H 0.657603 -0.765964 -3.419699 0.205 0.532 -0.952 -0.012
H 4.137454 0.609733 -4.015460 -0.042 -0.006 0.001 0.092
H 2.407989 0.967960 -4.145263 0.011 -0.006 0.003 0.060
H 3.138791 -0.257670 -5.198786 -0.001 -0.002 0.020 0.093
```
Positions in Å, forces in eV/Å.

The orbital gap is 7.16 eV. As for the total charge: 0.